Entry 1:
Below is a cluster of 3 separate species, C3H14N2O2 in total at a distorted geometry, with properties calculated with ωB97M-V/def2-TZVPD.

Structure (XYZ):
```
21
Properties=species:S:1:pos:R:3:forces:R:3
N 0.514729 1.501267 -1.091949 0.604 -1.180 -0.533
C 0.483555 0.142412 -1.576313 -0.038 -1.634 2.569
C 1.147756 -0.868321 -0.544776 0.006 0.423 -1.430
C 0.631251 -2.297712 -0.761665 0.305 -0.478 -0.014
N 0.454935 -2.757009 -2.149834 0.018 0.611 -0.365
H 1.088773 2.138051 -1.603387 -0.469 0.577 0.120
H -0.274259 1.731624 -0.525924 -0.030 0.811 -0.257
H -0.511646 -0.286502 -1.430870 -0.542 0.629 -0.991
H 0.834041 -0.040349 -2.574955 0.074 0.396 -0.476
H 0.758915 -0.520415 0.381071 -0.196 0.210 1.071
H 2.233938 -0.785052 -0.477532 0.067 -0.114 -0.266
H 1.316022 -3.020392 -0.340228 0.402 -0.011 0.420
H -0.282539 -2.459393 -0.189184 -0.258 0.132 -0.270
H 1.097428 -2.229931 -2.735442 0.237 -0.363 -0.001
H -0.441879 -2.494152 -2.538534 -0.250 -0.035 0.262
O 0.776157 2.041468 1.940414 -0.458 0.231 1.350
H 0.865292 2.585818 1.163512 0.340 -0.459 -0.547
H 1.011327 1.125854 1.779684 0.170 0.253 -0.635
O -4.167287 1.869194 4.398004 0.200 0.053 -0.068
H -3.265837 1.897981 4.057650 -0.055 -0.117 -0.022
H -4.270668 2.725556 4.820259 -0.126 0.065 0.083
```
Positions in Å, forces in eV/Å.

Multiplicity: 1
Energy relative to the best compared isomer or geometry (same formula, charge and spin), kcal per mole: 35.8
SMILES string: NCCCN.O.O
Lowest unoccupied orbital energy, eV: 0.68
E, eV: -10412.2388
Maximum force, Eh/bohr: 0.0592

***

Entry 2:
Below is a cluster of 4 separate species, C3H14N2O3 in total at a distorted geometry, with properties calculated with ωB97M-V/def2-TZVPD.

Structure (XYZ):
```
22
Properties=species:S:1:pos:R:3:forces:R:3
C -0.188607 0.592908 1.534081 -2.092 2.992 0.595
C -0.067463 1.302526 0.104438 -1.090 -1.545 0.835
N 1.082550 1.995230 -2.254698 1.590 -2.119 1.323
C -0.159520 1.193104 -2.239654 0.820 -0.391 3.064
N -0.518094 0.479422 -1.014210 0.943 2.988 -0.947
H 0.336882 -0.356486 1.733051 0.153 1.263 -0.363
H -0.074138 1.483732 2.268276 0.860 -1.669 -0.805
H -1.252000 0.399574 1.792991 0.296 -0.253 -0.822
H -0.582050 2.250944 -0.140902 0.342 -0.125 1.481
H 1.025132 1.470688 0.042973 0.684 0.240 -0.781
H -0.473866 2.244872 -2.223211 -2.249 0.828 -0.272
H 1.838227 1.430414 -2.734270 -0.887 0.891 -1.044
H -0.553193 0.691670 -3.076770 0.666 -1.150 -1.389
H -0.078507 -2.916338 -0.212453 0.167 2.756 0.895
H 0.051644 -0.363606 -0.972263 -0.552 -2.191 -0.224
O -0.093425 -1.964088 0.195524 -0.050 -2.549 -1.472
H 1.279351 -1.437616 0.450265 0.365 -0.878 0.767
H 2.742460 -1.244968 1.347202 -0.771 -0.383 -0.111
O 2.190758 -1.024018 0.591009 1.102 1.075 -0.786
H -2.940423 -2.181581 1.355087 1.288 0.504 0.756
H -1.368770 -2.237952 1.556013 -0.766 0.786 -0.246
O -2.196945 -1.808426 1.897521 -0.819 -1.070 -0.454
```
Positions in Å, forces in eV/Å.

Multiplicity: 1
Energy relative to the best compared isomer or geometry (same formula, charge and spin), kcal per mole: 226.3
Lowest unoccupied orbital energy, eV: -4.96
E, eV: -12451.3457
Maximum force, Eh/bohr: 0.0719

***

Entry 3:
Below is a cluster of 5 separate species, C3H14N2O6 in total at a distorted geometry, with properties calculated with ωB97M-V/def2-TZVPD.

Structure (XYZ):
```
25
Properties=species:S:1:pos:R:3:forces:R:3
C -1.734018 1.525172 1.509800 -0.290 -1.023 0.781
C -1.754157 2.589653 0.475966 -1.175 0.693 -0.573
O -2.502215 3.537959 0.526359 0.336 0.207 0.160
N -0.865070 2.464453 -0.616058 -0.625 -0.520 1.459
C -0.860135 1.156272 -1.168643 0.082 -0.400 -2.403
N 0.223046 0.924298 -1.975170 -2.000 0.181 1.195
O -1.773694 0.352115 -1.105454 0.350 0.512 0.809
H -2.669647 0.868076 1.518161 1.076 1.386 0.009
H -1.543911 2.023502 2.499463 -0.290 -0.700 -0.878
H -0.944692 0.835082 1.228195 0.263 -0.165 0.596
H -1.027462 3.246139 -1.235561 0.207 -0.158 -0.433
H 0.973264 1.553404 -1.821268 1.051 -0.250 -0.471
H 0.143907 0.014940 -2.413548 1.019 0.127 -0.245
O 0.174985 -2.249438 4.232806 -1.003 0.561 0.728
H 0.502134 -2.342143 3.337850 -0.258 0.144 -0.452
H -0.693933 -1.776890 4.226667 1.283 -0.700 -0.394
O 1.269626 -1.484272 1.234109 0.254 0.301 -1.489
H 1.498389 -1.268600 0.284246 -0.203 -0.366 1.402
H 1.308838 -0.633637 1.678795 0.021 0.106 0.083
O 0.228946 -2.180020 -2.609112 0.331 -0.214 -0.629
H 0.240756 -2.311367 -1.657417 0.027 -0.169 0.106
H 0.827830 -2.845274 -2.996558 -0.536 0.351 0.439
O 2.682115 -1.108740 -1.470797 1.584 -1.018 -1.027
H 2.708031 -1.453533 -2.385384 -1.163 0.569 0.193
H 3.587068 -1.437148 -1.297446 -0.340 0.544 1.035
```
Positions in Å, forces in eV/Å.

Multiplicity: 1
Energy relative to the best compared isomer or geometry (same formula, charge and spin), kcal per mole: 0.0
SMILES string: CC(=O)NC(N)=O.O.O.O.O
Lowest unoccupied orbital energy, eV: -0.16
E, eV: -18603.9373
Maximum force, Eh/bohr: 0.0474

***

| no. | HOMO energy (eV) | gap between HOMO and LUMO (hartree) |
| --- | --- | --- |
| 1 | -8.9 | 0.35208 |
| 2 | -9.1 | 0.15227 |
| 3 | -10.1 | 0.36404 |